# 1
Molecular formula: C2H4N2O2
Method: DFT, the ωB97M-V functional and the def2-TZVPD basis

Structure (XYZ):
```
10
Properties=species:S:1:pos:R:3:forces:R:3
C -1.2115 -1.1625 1.8541 -0.162 -1.376 -0.262
O 1.3039 -0.5764 1.0407 -0.045 0.351 -0.324
N 0.4188 0.6173 -0.7303 0.313 0.220 0.124
O -1.2201 -2.2445 1.5049 -0.027 1.210 0.482
H 2.2018 1.0196 0.1616 -0.001 -0.145 -0.098
N -0.8622 0.0804 -0.6972 -0.230 0.001 -0.179
H -1.5288 0.7819 -0.3913 0.033 -0.123 -0.048
H -1.1287 -0.2817 -1.6052 0.083 0.020 0.088
C 1.3508 0.3134 0.2253 0.078 -0.104 0.091
H 0.6066 1.4277 -1.3063 -0.043 -0.054 0.124
```
Forces are in eV/Å.

## Properties
Gap between HOMO and LUMO in eV: 10.7
E_LUMO in eV: 0.68
ΔE to the lowest compared entry with this formula, charge and spin in eV: 2.4486
2S+1: 1


# 2
Molecular formula: C15H21N4O4ReS3Se
Method: DFT, the ωB97M-V functional and the def2-TZVPD basis

Structure (XYZ):
```
49
Properties=species:S:1:pos:R:3:forces:R:3
C -0.1814 2.1290 -2.1739 -0.087 -0.052 0.274
H -2.6501 2.9896 -2.9082 -0.029 0.047 0.077
C -2.3388 2.1291 -3.4959 0.131 -0.175 0.106
H 0.2186 -3.0137 6.4064 -0.005 -0.005 -0.039
C -0.1214 -3.5060 5.4942 -0.007 0.029 -0.065
S 1.7036 -3.1460 -1.6006 0.202 -0.091 0.001
C 0.1077 -2.6359 4.2833 -0.002 -0.047 0.022
H -2.8608 0.0683 -3.8558 0.010 0.019 -0.032
N -0.9432 1.8247 -3.2021 -0.049 0.135 0.047
C 2.1646 -3.8868 -3.0537 -0.168 -0.005 -0.013
H 0.1614 2.8143 -0.3967 0.002 -0.046 0.052
C 0.4142 -2.4146 1.8909 -0.042 0.094 0.043
H 0.1451 -4.2779 2.8968 0.008 0.037 0.003
N 2.1369 -0.5529 -0.0465 0.356 0.328 0.125
H -1.7195 4.3800 0.7797 -0.026 -0.010 -0.015
H 0.5002 -2.8662 0.9093 0.016 0.035 0.027
S 1.5253 1.7713 -2.2638 -0.121 -0.015 -0.067
H -2.6584 4.5578 -0.7055 0.001 -0.018 0.028
Re 1.4692 -0.7736 -2.0678 0.613 -0.151 -1.318
H 4.0921 -0.4264 0.7844 0.042 -0.059 0.084
C 0.4048 -0.4486 3.2920 -0.038 -0.096 0.066
C 0.5070 -1.0322 2.0414 0.072 -0.202 0.123
C 0.2043 -1.2562 4.4063 -0.008 0.043 -0.019
H 0.1270 -0.8023 5.3877 0.011 0.005 0.000
C 0.2136 -3.2011 3.0103 -0.017 -0.028 0.017
C 3.4718 0.0494 0.0290 -0.542 -0.287 -0.088
H -0.4887 1.1397 -3.8230 -0.040 -0.064 -0.100
Se 0.1944 -1.0785 -4.0193 -0.092 -0.098 -0.044
S 0.8317 -0.0255 0.6301 -0.329 -0.148 0.074
O 3.4415 -0.5345 -2.3572 0.137 0.258 0.786
O -0.2136 -0.3794 -0.3610 -0.083 0.171 0.451
C -1.8964 2.5593 -0.3667 0.200 0.087 0.007
H 0.4064 -4.4558 5.3997 -0.004 0.017 0.002
C -2.4437 3.8861 0.1286 0.011 0.066 -0.006
H -4.2584 1.1545 -3.6975 0.019 0.012 0.017
O 0.8260 1.3337 1.1264 0.128 0.156 -0.025
H -2.6018 2.0744 -1.0206 -0.118 -0.118 -0.178
C 4.1828 -0.1315 -1.3228 -0.413 -0.142 -0.304
H -3.3443 0.6261 -2.2704 0.012 0.014 -0.006
O 5.3604 0.1124 -1.3970 0.223 0.006 -0.133
N -0.6090 2.7271 -1.0472 -0.038 0.083 -0.080
H 0.4866 0.6258 3.3840 0.011 -0.018 0.003
H -1.7279 1.8773 0.4682 0.009 -0.003 0.024
N 2.5052 -4.4692 -3.9934 -0.042 0.081 0.160
H 3.4257 1.1182 0.2370 -0.027 0.105 -0.008
H -1.1840 -3.7329 5.6166 0.026 0.013 -0.019
H -3.3616 3.7322 0.6999 0.025 0.000 -0.027
H -2.3642 2.4410 -4.5399 0.004 0.026 -0.069
C -3.2611 0.9261 -3.3156 0.056 0.014 0.037
```
Forces are in eV/Å.

## Properties
Gap between HOMO and LUMO (alpha / beta) in eV: 6.1 / 6.7
E_LUMO (alpha / beta) in eV: 2.27 / 2.27
2S+1: 4
Net charge: -1


# 3
Molecular formula: C14H42Ag5N10O8
Method: DFT, the ωB97M-V functional and the def2-TZVPD basis

Structure (XYZ):
```
79
Properties=species:S:1:pos:R:3:forces:R:3
Ag 3.4775 2.8714 0.9244 -0.129 -0.424 0.332
H -4.0369 2.0571 0.1667 -0.455 -0.191 -0.231
H -2.8562 -3.5883 4.7568 0.057 -0.040 -0.075
H -2.1116 1.2237 1.8625 0.514 -0.130 0.950
O 2.9699 1.5403 2.8610 0.081 0.639 -0.362
H -1.4381 2.6775 -1.0252 -0.278 -0.084 0.178
H 0.9774 -0.5247 0.4169 0.080 0.067 0.078
N -1.8327 -0.0015 -1.3770 0.593 1.287 0.128
Ag 2.7910 4.2609 -1.9180 -0.339 -0.353 0.071
O -3.2318 3.4087 -1.7340 0.052 -0.040 -0.191
H 0.4830 3.1250 4.0423 0.043 0.091 0.174
H 1.0968 -0.5500 -1.2999 0.149 0.226 -0.150
N 1.2909 0.7733 4.2031 0.676 -0.151 -0.208
N 2.1553 -3.1455 1.5346 0.237 -0.463 0.124
H 0.8080 -0.8629 -5.5648 0.084 -0.053 -0.136
H 1.7363 -4.0301 1.2950 -0.108 0.076 0.150
O -1.5653 -1.0504 -4.9498 -0.428 0.159 -0.284
C -0.6694 -1.6402 -4.4071 0.742 0.384 0.645
C 2.7300 -2.9464 2.7608 -0.091 -0.163 0.047
Ag 3.6408 -2.4661 -1.8084 -0.264 0.563 0.205
C -2.2707 -0.9310 2.1452 -1.260 -0.690 -1.051
C 1.9545 1.7651 3.5866 -0.765 0.208 0.061
H -2.6435 -5.0108 3.7440 0.130 -0.041 -0.158
H -2.2111 -1.2351 1.0832 0.429 0.134 0.116
H 2.3401 -2.5012 0.7827 0.137 0.279 0.208
H 0.4659 1.5653 -0.7566 0.123 -0.023 -0.097
H 1.9463 2.5003 -4.7490 -0.403 -0.099 -0.020
C -1.5946 -2.0187 2.9598 0.082 0.689 0.484
H 1.9180 3.8245 3.3941 0.136 0.041 0.109
Ag 4.1506 0.6837 -1.6990 -0.298 -0.239 -0.273
C 1.6126 -0.1667 -0.4074 -0.464 -1.110 -0.648
H -1.5640 -1.6988 4.0141 -0.236 -0.092 -0.009
H -3.5822 5.3440 -2.2832 -0.117 -0.220 0.032
H 1.3699 -1.8881 -4.2778 0.358 0.090 -0.172
N 1.4246 3.0096 3.7057 0.170 -0.717 -0.168
H -2.2343 4.5879 -3.1155 0.151 -0.011 0.102
C -2.2594 2.4089 -1.7394 0.647 0.675 0.512
H 1.9625 1.7945 -3.1443 0.059 -0.021 -0.165
H -0.5808 0.3595 1.9094 0.010 0.011 0.000
C -2.8766 1.0882 -1.3586 0.296 -1.456 -0.651
N 2.5766 -3.9367 3.6686 -0.129 0.186 -0.731
H -1.2268 -4.1395 4.4180 0.148 -0.056 -0.343
H 1.6053 -0.1756 4.0500 0.168 0.102 0.009
H -1.1390 0.2823 -0.6718 -0.426 -0.369 0.179
O 2.4457 2.2026 -1.0151 0.668 -0.304 -0.027
H -0.5469 -2.0892 2.6445 0.251 -0.181 -0.162
C -3.5782 1.0843 -0.0191 0.493 0.805 0.312
N 0.6404 -1.5826 -4.8897 -0.734 -0.496 0.495
N 2.8895 0.5111 -5.9389 -0.389 0.484 0.512
N 2.2148 1.7613 -4.1235 0.514 -0.098 0.162
H 2.2900 -4.8502 3.3596 -0.169 0.003 0.228
H -2.8416 1.0050 0.7961 -0.940 -0.173 -1.547
Ag 4.1707 -0.1378 1.6712 -0.683 -0.623 0.194
C -2.2243 -4.0373 3.9778 -0.561 0.216 0.576
H -3.9821 -1.8590 2.6103 -0.138 0.144 0.141
O -2.2669 -3.2300 2.8125 0.308 -0.344 -0.088
H -1.7224 2.3462 -2.7031 -0.414 -0.111 -0.196
H 2.7296 -3.7897 4.6503 0.334 0.108 -0.031
C -2.7444 4.6607 -2.1474 -0.230 0.436 -0.100
O 3.5372 -0.1080 -3.8770 -0.155 -0.189 1.036
H -1.7333 -2.2441 -2.7741 -0.075 0.048 -0.128
C -1.5935 0.3930 2.3401 0.995 0.434 0.576
H 0.7182 0.9228 5.0182 -0.083 0.217 -0.085
H -1.4735 0.6300 3.3996 -0.158 -0.039 0.072
N -3.7011 -0.8886 2.4899 0.334 -0.327 0.593
H -1.2874 0.1489 -2.2329 -0.382 -0.413 -0.181
C 1.4611 1.3461 -0.3556 -0.120 1.204 0.588
C 2.8952 0.6748 -4.6029 0.320 0.117 -0.946
H -0.1069 -2.7026 -2.6516 0.182 -0.086 -0.271
H -4.2897 0.2748 0.0998 -0.143 0.086 -0.346
O 3.3282 -1.8865 3.0292 -0.157 0.316 -0.090
H 2.3871 1.1704 -6.5094 -0.042 -0.220 -0.264
H -4.2789 -0.5410 1.7346 0.243 0.101 0.156
H -2.1047 5.1271 -1.3842 0.211 -0.225 -0.082
H 3.2783 -0.3112 -6.3680 0.274 0.052 0.043
H -3.5357 0.7932 -2.1796 -0.312 0.234 0.213
H 1.4131 1.6864 0.6890 -0.087 -0.311 0.010
O 2.8885 -0.8055 -0.3271 0.832 0.567 -0.043
N -0.8348 -2.3191 -3.2223 -0.146 -0.106 -0.089
```
Forces are in eV/Å.

## Properties
Gap between HOMO and LUMO in eV: 3.9
E_LUMO in eV: -10.82
ΔE to the lowest compared entry with this formula, charge and spin in eV: 0.0000
2S+1: 1
Net charge: +3


# 4
Molecular formula: C7H7FO2
Method: DFT, the ωB97M-V functional and the def2-TZVPD basis

Structure (XYZ):
```
17
Properties=species:S:1:pos:R:3:forces:R:3
H -2.2900 -2.3814 0.1305 -0.064 -0.065 -0.007
C -0.4451 -1.3072 -0.0555 -0.310 -0.054 -0.045
C -2.0324 0.9738 -0.2491 0.058 0.175 -0.024
H -0.1854 2.0711 -0.3971 0.088 0.112 0.033
H 0.1900 -2.1742 0.0290 0.068 -0.109 0.038
C -0.6466 1.0998 -0.3019 -0.307 0.007 -0.016
H -3.6836 -0.3569 -0.0085 -0.120 0.000 -0.039
H 2.4032 1.7977 -0.7161 -0.021 -0.227 -0.029
O 2.6019 -0.5906 1.2345 0.241 0.200 -0.054
C 0.0799 -0.0521 -0.2045 4.561 0.029 0.817
C 2.3224 0.0646 0.1080 -4.094 0.171 -1.707
H 3.2974 -0.1254 1.7276 -0.103 0.015 -0.100
F 2.8198 -0.5691 -1.0115 -0.071 0.226 0.678
O 2.6608 1.3800 0.1143 0.285 -0.389 0.456
C -1.8286 -1.4131 -0.0019 0.080 -0.147 0.034
C -2.6104 -0.2725 -0.0848 -0.211 -0.015 -0.024
H -2.6531 1.8555 -0.3131 -0.080 0.071 -0.011
```
Forces are in eV/Å.

## Properties
Gap between HOMO and LUMO in eV: 9.5
E_LUMO in eV: 0.53
ΔE to the lowest compared entry with this formula, charge and spin in eV: 0.9872
2S+1: 1


# 5
Molecular formula: C17H38BrNO6
Method: DFT, the ωB97M-V functional and the def2-TZVPD basis

Structure (XYZ):
```
63
Properties=species:S:1:pos:R:3:forces:R:3
C 0.5785 -2.4691 -8.2999 0.320 0.054 -0.173
C -1.8665 -0.8988 5.4866 -0.044 -0.298 0.665
H -0.7037 -1.5849 7.1840 -0.121 -0.073 -0.098
C -0.9747 2.3878 0.0264 -0.417 -0.370 1.710
H -0.1144 0.7210 2.1947 1.854 1.376 -0.876
C 0.5958 2.0231 0.3658 0.231 1.304 -0.318
Br -0.9878 3.0999 -1.8741 -0.291 -0.365 1.308
H 3.0847 2.3721 -0.3713 -1.240 -1.919 -1.467
H 0.5755 4.0191 3.9844 -0.728 -1.739 -1.928
H -2.1138 0.7191 1.2957 0.490 1.080 -1.954
H -3.9730 -1.3567 5.3016 0.162 -0.068 -0.007
H -0.2912 -1.8937 -8.6365 -0.035 -0.153 0.059
H -3.2568 -1.9087 6.8098 0.157 -0.040 -0.058
H 1.4497 -1.8132 -8.4023 -0.079 -0.160 0.039
H 1.1667 3.0715 0.3896 -1.214 -2.255 -0.044
H 2.5048 2.2978 -2.1619 0.322 -1.631 1.875
H -1.5501 0.1844 -1.9181 -0.475 -0.520 2.481
C 0.4110 -2.9130 -6.8554 -0.543 0.114 -0.370
C 2.5680 1.6444 -1.1644 0.177 1.631 -0.348
O 3.8662 -1.4916 -2.6090 -4.444 7.491 1.274
C 0.1462 3.2998 3.1331 -0.682 1.324 1.055
H -1.7257 -0.7636 4.4086 -0.038 0.206 0.148
H -3.1040 1.5806 -0.0571 2.354 -0.823 0.638
H -0.9195 -4.1130 -5.6425 0.093 0.006 -0.159
H 3.5659 1.2386 2.8658 -2.023 -1.850 0.007
O 1.1743 2.2758 2.9167 -1.476 0.181 -1.810
C 3.1566 -0.3376 -2.4737 4.146 -5.358 -0.754
C -0.8043 -3.8113 -6.6892 -0.031 -0.284 0.237
H -2.7586 -0.7823 -0.7850 1.908 1.218 -0.074
H -1.4043 3.2847 0.6864 1.213 -1.990 -1.491
H 0.7071 -3.3288 -8.9647 -0.033 0.115 0.033
C -1.7879 -0.1254 -0.8015 0.272 -0.267 0.534
H -0.7172 -4.7113 -7.3056 -0.057 0.092 0.061
H -0.3775 -2.4664 5.6739 0.003 0.090 0.085
C -1.2849 2.7343 3.7253 -0.166 1.145 0.358
H -2.2385 0.2774 7.0061 0.056 -0.007 -0.426
O -2.1121 0.3876 6.0491 -0.052 0.274 0.080
H 3.5369 -0.6369 2.6966 -1.722 1.999 0.056
H 2.1163 -0.8897 -4.4447 0.153 1.757 1.922
H 2.2542 0.9896 -4.2402 -0.449 -1.898 1.619
C 2.8196 0.3070 2.8398 1.897 -1.259 0.607
H -0.5285 -1.2861 -6.3064 0.345 -0.239 0.093
C -3.0685 -1.7957 5.7363 -0.282 -0.061 -0.248
H -2.9172 -2.7886 5.3016 -0.044 0.082 0.081
H 2.2882 0.1256 3.8818 0.886 0.712 -2.238
C -0.6028 -1.4829 6.0976 0.342 0.012 -0.160
H 1.3102 -3.4456 -6.5274 -0.101 0.239 0.116
C 2.0668 -0.0168 -3.6534 -0.256 -0.465 0.317
N 1.1506 1.2615 -0.8103 1.036 0.269 1.408
H -2.0689 3.6296 3.6457 1.681 -1.878 0.048
H 0.9932 -0.0806 -3.1608 2.179 0.557 -1.122
H -1.7384 1.8348 3.1305 0.995 1.678 1.336
H -1.7231 -3.2835 -6.9686 0.120 -0.004 -0.120
H -0.0213 4.0252 2.1999 0.423 -1.869 1.745
O 1.9129 0.3041 1.6843 -0.482 2.521 1.974
H -0.9040 -0.7861 -0.3577 -1.831 1.286 -1.128
H 0.2517 -0.8208 5.9208 -0.129 -0.100 -0.058
C 0.8406 1.3410 1.8352 -0.885 -1.596 0.355
H -1.1820 2.5300 4.8939 -0.206 -0.012 -2.784
C -2.0251 1.1438 0.2085 -1.165 0.064 -1.427
O 3.4876 0.5047 -1.3171 -2.603 -0.802 -3.143
H 0.9990 0.2322 -0.7550 0.509 1.240 0.256
O 0.2675 -1.7654 -6.0224 0.014 0.238 0.203
```
Forces are in eV/Å.

## Properties
Gap between HOMO and LUMO in eV: 9.5
E_LUMO in eV: 0.49
Structure (SMILES): CCO[C@H](OC)[C@@H](NCOC(C)=O)[C@@H](Br)CC.CC(C)O.CC(C)O
2S+1: 1


# 6
Molecular formula: C3H11N3O
Method: DFT, the ωB97M-V functional and the def2-TZVPD basis

Structure (XYZ):
```
18
Properties=species:S:1:pos:R:3:forces:R:3
H 1.0597 0.5324 -1.0593 -0.107 -0.162 -0.176
H 0.0700 2.3066 0.0228 -0.026 0.013 -0.044
N 0.2620 0.4492 0.9926 -0.712 -0.154 0.878
H 0.1459 2.3466 1.7938 0.025 -0.096 -0.044
H 1.6398 2.0643 0.8696 0.079 0.116 0.019
C -0.7941 -0.8595 -1.2453 2.387 0.771 0.867
O 0.9291 -0.1796 1.9012 0.384 0.210 -0.128
H 1.9222 -1.0073 0.7585 -0.186 0.166 0.060
H -0.5541 -1.9174 -1.3350 0.047 0.131 -0.106
H -2.4863 0.3133 -0.6192 -0.169 -0.172 -0.158
N 1.7122 -1.1541 -0.2607 -0.156 -0.128 -0.299
N 0.6876 -0.2314 -0.5025 -1.180 -0.505 -0.983
C 0.5617 1.8835 0.8999 0.523 -0.253 -0.236
H 1.3166 -2.0905 -0.3031 -0.024 0.139 -0.047
H -2.4791 -1.3979 -0.0199 -0.080 0.090 -0.222
C -1.8804 -0.5383 -0.3177 0.025 0.408 1.679
H -0.8176 -0.3532 -2.2071 0.190 -0.121 0.012
H -1.2952 -0.1664 0.6313 -1.020 -0.451 -1.073
```
Forces are in eV/Å.

## Properties
Gap between HOMO and LUMO in eV: 8.0
E_LUMO in eV: 0.81
ΔE to the lowest compared entry with this formula, charge and spin in eV: 6.3467
Structure (SMILES): CC[N@H+](N)N(C)[O-]
2S+1: 1


Number 1: E -9212.774 eV. Number 2: E -130031.784 eV. Number 3: E -66449.736 eV. Number 4: E -14182.651 eV. Number 5: E -102055.894 eV. Number 6: E -9801.655 eV.